DFT (ωB97M-V/def2-TZVPD) results for one molecule with the formula C6H4O2 in a non-equilibrium geometry.

Each line ends with the Löwdin charge.
Cartesian coordinates (Å):
1 C -2.553 -1.480 -0.019  0.18
2 C -1.622 -0.711 -0.073  -0.05
3 C -0.844 0.590 0.125  -0.41
4 O -1.286 1.700 0.010  0.11
5 C 0.545 0.164 0.108  -0.21
6 C 1.671 1.151 0.006  -0.02
7 C 0.607 -1.166 -0.005  -0.14
8 O 0.982 -2.264 -0.111  0.23
9 H -3.332 -2.193 0.016  0.04
10 H 2.332 0.910 -0.826  0.09
11 H 1.235 2.137 -0.151  0.09
12 H 2.264 1.161 0.920  0.08

Cartesian forces (eV/Å) of the 6 atoms listed first:
0.8 0.3 -0.1
-1.9 1.4 1.0
0.7 -1.8 -1.8
-0.3 0.0 0.6
-0.9 0.9 0.3
0.4 -0.4 0.2

Summary:
**Highest occupied orbital energy**: -0.348 Eh
**Structure (SMILES)**: C#CC(=O)C(C)=C=O



DFT (ωB97M-V/def2-TZVPD) results for C18H36N5O2P3Sn as an isolated structure in a non-equilibrium geometry.

Each line ends with the Löwdin charge.
Cartesian coordinates (Å):
1 P 3.062 -0.248 0.234  0.90
2 C 3.785 -0.512 1.875  -0.18
3 H 4.869 -0.358 1.801  0.09
4 H 3.568 -1.538 2.200  0.07
5 H 3.343 0.199 2.585  0.06
6 C 3.486 -1.810 -0.600  -0.20
7 H 3.333 -1.747 -1.684  0.04
8 H 2.855 -2.611 -0.188  0.06
9 H 4.540 -2.026 -0.381  0.10
10 C 4.171 0.955 -0.556  -0.19
11 H 5.192 0.553 -0.509  0.10
12 H 4.111 1.902 -0.004  0.08
13 H 3.872 1.121 -1.600  0.05
14 P -0.914 3.302 -0.197  0.82
15 C -0.991 4.311 1.318  -0.21
16 H -1.483 5.266 1.102  0.09
17 H 0.022 4.492 1.695  0.07
18 H -1.556 3.773 2.088  0.06
19 C 0.063 4.345 -1.325  -0.23
20 H -0.015 3.982 -2.355  0.03
21 H 1.116 4.299 -1.018  0.06
22 H -0.291 5.378 -1.260  0.08
23 C -2.612 3.418 -0.848  -0.23
24 H -2.864 4.469 -1.018  0.08
25 H -3.304 2.984 -0.116  0.06
26 H -2.701 2.857 -1.785  0.03
27 P -2.593 -1.720 0.265  0.90
28 C -3.386 -2.121 1.831  -0.18
29 H -3.928 -3.062 1.661  0.09
30 H -4.074 -1.307 2.098  0.09
31 H -2.623 -2.248 2.610  0.07
32 C -3.932 -1.789 -0.954  -0.17
33 H -4.576 -2.629 -0.652  0.10
34 H -3.539 -1.955 -1.968  0.05
35 H -4.504 -0.850 -0.922  0.08
36 C -1.567 -3.176 -0.064  -0.19
37 H -2.209 -4.045 0.135  0.10
38 H -0.699 -3.194 0.608  0.02
39 H -1.215 -3.202 -1.104  0.04
40 Sn -0.068 0.209 -1.153  1.25
41 C 1.094 1.184 0.740  -0.36
42 O 1.108 1.840 1.702  0.09
43 C -1.664 0.372 0.721  -0.35
44 O -1.956 1.007 1.664  0.09
45 C -1.420 0.020 -3.117  -0.10
46 C -0.758 -1.218 -2.980  -0.13
47 C 0.652 -1.263 -2.898  -0.12
48 C 1.403 -0.075 -3.055  -0.11
49 C 0.745 1.165 -3.179  -0.09
50 C -0.669 1.213 -3.207  -0.11
51 H -2.507 0.047 -3.191  0.16
52 H -1.328 -2.150 -2.988  0.14
53 H 1.164 -2.225 -2.787  0.16
54 H 2.491 -0.129 -3.108  0.14
55 H 1.322 2.078 -3.297  0.16
56 H -1.173 2.156 -3.375  0.14
57 N 1.413 -3.703 3.588  0.16
58 N 0.563 -2.633 3.347  -0.21
59 N 0.505 -1.656 4.277  0.18
60 C 0.164 -0.609 3.533  -0.18
61 N 0.147 -0.874 2.224  -0.04
62 N 0.483 -2.145 2.081  0.04
63 H 1.224 -4.440 2.925  0.11
64 H 1.314 -3.980 4.555  0.13
65 H -0.064 0.351 3.983  0.13

Cartesian forces (eV/Å) of the 6 atoms listed first:
2.7 -0.8 0.2
-1.0 0.1 0.5
-0.2 0.0 0.0
0.0 0.3 0.0
0.3 -0.2 0.1
-1.1 -0.3 -0.3

Summary:
**Total charge**: +4
**Highest occupied orbital energy (spin up / spin down)**: -0.742 / -0.728 Eh



DFT (ωB97M-V/def2-TZVPD) results for C11H32AgN4O4 as an isolated structure in a non-equilibrium geometry.

Each line ends with the Löwdin charge.
Cartesian coordinates (Å):
1 Ag -0.130 -0.062 -0.176  0.79
2 C -0.405 2.563 -3.912  -0.04
3 C -0.746 1.545 -2.798  -0.44
4 C -0.312 0.138 -3.049  -0.15
5 O -0.894 -0.877 -2.136  -0.29
6 C -2.200 -1.349 -2.447  -0.09
7 N -0.221 2.054 -1.557  0.03
8 H -1.085 2.190 -4.677  0.08
9 H 0.644 2.557 -4.207  0.08
10 H -0.764 3.584 -3.774  0.08
11 H -1.835 1.541 -2.751  0.14
12 H 0.773 0.077 -2.955  0.12
13 H -0.436 -0.270 -4.052  0.14
14 H -2.781 -0.593 -2.974  0.09
15 H -2.774 -1.668 -1.577  0.09
16 H -2.117 -2.255 -3.047  0.09
17 H 0.779 2.197 -1.569  0.07
18 H -0.649 2.964 -1.460  0.10
19 C -0.523 -3.605 2.629  -0.05
20 C -0.404 -2.257 1.928  -0.42
21 C 0.729 -1.343 2.561  -0.17
22 O 0.787 -0.045 1.999  -0.28
23 C 1.567 0.834 2.757  -0.11
24 N -0.138 -2.455 0.523  0.03
25 H 0.461 -3.981 2.911  0.08
26 H -1.018 -4.420 2.102  0.09
27 H -0.961 -3.340 3.591  0.09
28 H -1.298 -1.660 2.108  0.12
29 H 1.669 -1.884 2.453  0.12
30 H 0.552 -1.223 3.630  0.13
31 H 1.244 1.025 3.781  0.10
32 H 1.533 1.843 2.346  0.09
33 H 2.604 0.498 2.734  0.10
34 H -0.563 -3.321 0.223  0.09
35 H 0.858 -2.622 0.515  0.06
36 C -2.140 1.466 2.795  -0.08
37 C -1.874 1.650 1.315  -0.31
38 O -2.411 0.514 0.604  -0.14
39 H -1.998 0.430 3.104  0.07
40 H -3.111 1.868 3.083  0.08
41 H -1.514 2.084 3.439  0.08
42 H -0.806 1.740 1.116  0.07
43 H -2.534 2.463 1.014  0.12
44 H -3.359 0.563 0.747  0.09
45 C 3.051 0.407 -0.652  -0.79
46 O 2.166 1.036 -0.168  0.02
47 N 3.957 0.895 -1.411  0.19
48 N 3.272 -0.884 -0.458  0.18
49 H 4.792 0.377 -1.647  0.13
50 H 3.848 1.855 -1.703  0.13
51 H 2.698 -1.494 0.107  0.09
52 H 4.019 -1.347 -0.956  0.11

Cartesian forces (eV/Å) of the 6 atoms listed first:
0.4 0.1 0.1
-1.1 -1.6 -0.8
-0.1 1.7 -0.6
0.2 -2.0 -0.3
0.5 1.1 -0.7
-0.1 -0.2 -0.6

Summary:
**Total charge**: +1
**Highest occupied orbital energy**: -0.409 Eh



DFT (ωB97M-V/def2-TZVPD) results for one molecule with the formula C2H3NS in a non-equilibrium geometry.

Each line ends with the Löwdin charge.
Cartesian coordinates (Å):
1 H -1.515 1.523 0.204  0.02
2 N -0.632 1.327 -0.119  0.15
3 C -0.451 0.115 0.037  -0.38
4 C 0.789 -0.545 -0.200  -0.69
5 S 2.308 -0.041 0.027  0.71
6 H -1.154 -0.738 0.392  0.14
7 H 0.654 -1.640 -0.341  0.05

Cartesian forces (eV/Å) of the 6 atoms listed first:
-2.9 1.2 0.7
1.6 0.9 -0.6
-0.8 -2.8 0.7
2.4 -2.1 0.0
-0.6 0.2 -0.2
0.1 1.9 -0.2

Summary:
**Highest occupied orbital energy**: -0.331 Eh
**Structure (SMILES)**: [H]/N=C/C=S



DFT (ωB97M-V/def2-TZVPD) results for a 2-piece molecular cluster, C3H10O overall.

Each line ends with the Löwdin charge.
Cartesian coordinates (Å):
1 C 0.595 -1.971 1.070  -0.17
2 C 1.095 -0.540 1.175  -0.17
3 H -0.356 -2.094 0.549  0.06
4 H 1.323 -2.594 0.560  0.06
5 H 0.548 -2.426 2.058  0.06
6 H 0.305 0.201 1.157  0.04
7 H 1.828 -0.255 0.406  0.07
8 H 1.680 -0.371 2.073  0.06
9 C -0.865 1.742 -1.357  -0.17
10 O -2.188 2.002 -1.795  -0.12
11 H -0.250 2.628 -1.548  0.08
12 H -0.798 1.556 -0.287  0.06
13 H -0.371 0.943 -1.900  0.08
14 H -2.549 1.180 -2.162  0.08

Cartesian forces (eV/Å) of the 6 atoms listed first:
0.4 -0.4 0.1
0.7 0.5 -0.3
0.0 0.2 0.1
0.1 -0.1 -0.3
-0.5 0.1 0.1
-0.2 0.1 0.1

Summary:
**Highest occupied orbital energy**: -0.384 Eh
**Structure (SMILES)**: CC.CO



DFT (ωB97M-V/def2-TZVPD) results for one molecule with the formula H2NPS in a non-equilibrium geometry.

Each line ends with the Löwdin charge.
Cartesian coordinates (Å):
1 N 0.371 -0.185 0.266  -0.25
2 P 2.069 -0.955 -0.150  0.35
3 S 3.198 0.588 0.112  0.03
4 H 0.366 0.724 -0.062  -0.06
5 H -0.409 -0.569 -0.072  -0.07

Atomic forces in eV per Å
6.1 -1.4 1.1
-2.7 2.5 1.1
-0.2 -0.9 -0.3
0.4 2.6 -0.4
-3.7 -2.7 -1.5

Summary:
**Highest occupied orbital energy**: -0.341 Eh
**Structure (SMILES)**: NP=S



Energy relative to the best compared isomer or geometry (same formula, charge and spin), record by record: 2.3830; 1.4797; 2.1535; 1.5179; 0.7066; 0.6289 eV